--- one ---
This record from the OMol25 dataset describes an isolated ion of composition C4H8N3 and charge +1. The level of theory is ωB97M-V/def2-TZVPD.

Values from the calculation:
Structure (SMILES): C[N@@H+]1CN2CC2=N1
Frontier orbital gap in eV: 11.0
HOMO in Ha: -0.5413
Net charge: +1

Structure (XYZ):
```
15
Properties=species:S:1:pos:R:3:mulliken_charge:R:1
C 0.903 1.069 0.052 0.43
C 1.265 1.387 1.432 -0.16
C -0.016 -0.897 0.641 -0.39
C -1.382 -0.238 -1.272 -0.84
N 0.872 0.501 -1.103 -0.67
N 0.148 0.446 1.115 -0.27
N 0.009 -0.685 -0.868 0.16
H 2.245 0.954 1.705 0.24
H 0.963 2.243 2.025 0.25
H 0.794 -1.449 0.949 0.43
H -1.137 -1.283 0.907 0.30
H -1.776 0.693 -0.781 0.30
H -1.425 -0.336 -2.289 0.38
H -2.037 -1.101 -1.075 0.45
H 0.576 -1.304 -1.438 0.40
```

--- two ---
This record from the OMol25 dataset describes an isolated ion of composition C4H8N3 and charge +1. The level of theory is ωB97M-V/def2-TZVPD.

Values from the calculation:
Structure (SMILES): C=NN=[N+]1CCC1
Frontier orbital gap in eV: 10.0
HOMO in Ha: -0.5292
Net charge: +1

Structure (XYZ):
```
15
Properties=species:S:1:pos:R:3:mulliken_charge:R:1
C 3.234 0.335 0.053 -0.19
C -2.142 0.116 0.070 -0.38
C -0.802 0.881 -0.120 -0.51
C -1.304 -1.162 0.002 -0.58
N 1.117 -0.810 -0.212 -0.42
N 2.164 -0.212 -0.168 0.12
N -0.075 -0.407 -0.140 0.60
H 4.051 0.688 -0.557 0.29
H 3.359 0.628 1.093 0.24
H -2.532 0.287 1.123 0.24
H -2.930 0.235 -0.738 0.27
H -0.747 1.532 -1.006 0.32
H -0.606 1.672 0.613 0.34
H -1.369 -1.922 0.757 0.34
H -1.418 -1.862 -0.771 0.32
```

We find two to be the most stable, with the next structure 0.0148 hartree higher.

--- one ---
This record from the OMol25 dataset describes a 2-piece molecular cluster, C4H8N3 overall. The level of theory is ωB97M-V/def2-TZVPD.

Values from the calculation:
Frontier orbital gap (spin up / spin down) in eV: 7.5 / 7.5
HOMO (spin up / spin down) in Ha: -0.5081 / -0.5080
Net charge: +1

Structure (XYZ):
```
15
Properties=species:S:1:pos:R:3:mulliken_charge:R:1
C 2.524 0.440 -0.194 0.14
C 1.644 -0.595 0.056 0.56
C -0.330 1.297 -0.830 -0.75
C -0.805 -0.078 1.149 -0.99
N 2.898 1.528 -0.244 -0.31
N -0.301 0.135 -0.106 -0.14
N 1.694 -1.889 0.026 -0.25
H 0.663 1.731 -0.739 0.27
H -0.632 1.156 -1.890 0.25
H -1.013 1.984 -0.513 0.43
H -0.488 -0.924 1.693 0.36
H -0.664 0.807 1.737 0.41
H -1.810 -0.242 1.126 0.43
H 2.518 -2.524 -0.014 0.30
H 0.810 -2.391 0.162 0.29
```

--- two ---
This record from the OMol25 dataset describes C4H8N3 as an isolated structure. The level of theory is ωB97M-V/def2-TZVPD.

Values from the calculation:
Frontier orbital gap in eV: 9.3
HOMO in Ha: -0.5274
Net charge: +1

Structure (XYZ):
```
15
Properties=species:S:1:pos:R:3:mulliken_charge:R:1
C -0.152 1.432 -0.235 -0.31
C 0.532 0.267 0.253 0.41
C -1.479 1.236 -0.381 -0.21
C 1.993 0.179 -0.136 -1.23
N -1.950 0.004 -0.219 -0.71
N -1.133 -1.977 0.427 -0.64
N -1.042 -0.803 -0.010 0.89
H 0.534 2.216 -0.631 0.39
H 0.406 -0.234 1.261 0.37
H -2.176 2.066 -0.751 0.39
H 2.441 0.881 0.551 0.34
H 2.546 -0.789 -0.197 0.36
H 1.955 0.579 -1.163 0.37
H -0.420 -2.683 0.316 0.27
H -2.056 -2.377 0.915 0.31
```

We find two to be the most stable, with the next structure 0.0484 hartree higher.

--- one ---
This record from the OMol25 dataset describes H15O7 as an isolated structure. The level of theory is ωB97M-V/def2-TZVPD.

Values from the calculation:
Frontier orbital gap in eV: 4.5
HOMO in Ha: -0.5562
Net charge: +1

Structure (XYZ):
```
22
Properties=species:S:1:pos:R:3:mulliken_charge:R:1
O 0.429 2.024 -0.337 -0.67
H 1.189 1.451 -0.610 0.48
H 0.183 2.618 -1.066 0.35
O -1.017 -1.750 -0.279 -0.61
H -0.361 -1.671 0.357 0.35
H -0.507 -2.024 -1.072 0.37
O 2.223 0.339 -0.637 -0.90
H 3.163 0.631 -0.529 0.25
H -0.234 0.556 -0.200 0.51
O 1.004 -0.963 1.252 -0.62
H -1.012 0.389 0.384 -0.13
H 1.619 -0.327 0.283 0.48
O -2.827 -0.308 1.090 -0.70
H -3.634 -0.842 1.035 0.38
H -2.162 -0.889 0.662 0.48
O 0.817 -1.097 -2.262 -0.67
H 0.931 -1.006 -3.277 0.31
H 1.587 -0.683 -1.798 0.42
O -0.619 1.213 2.056 -0.59
H -1.315 0.669 1.752 0.49
H -0.317 1.805 1.204 0.56
H 0.859 -0.137 1.992 0.46
```

--- two ---
This record from the OMol25 dataset describes a 7-piece molecular cluster, H15O7 overall. The level of theory is ωB97M-V/def2-TZVPD.

Values from the calculation:
Frontier orbital gap in eV: 11.4
HOMO in Ha: -0.5412
Net charge: +1

Structure (XYZ):
```
22
Properties=species:S:1:pos:R:3:mulliken_charge:R:1
O -0.211 0.441 0.760 -0.25
H -0.865 -0.103 0.584 0.32
H -0.306 1.365 0.222 0.52
H 0.580 0.072 0.577 0.39
O -2.288 -1.847 1.386 -0.68
H -2.087 -1.431 2.296 0.34
H -3.335 -1.971 1.391 0.34
O -2.041 0.088 -1.328 -0.62
H -1.621 0.588 -1.944 0.30
H -3.003 -0.022 -1.432 0.28
O 1.421 -2.050 1.377 -0.60
H 1.998 -2.264 0.614 0.29
H 2.010 -2.571 1.908 0.30
O 2.379 1.035 0.285 -0.66
H 2.358 1.377 1.183 0.35
H 3.365 0.706 0.181 0.31
O 0.550 -1.187 -2.322 -0.51
H 0.997 -0.736 -2.847 0.27
H -0.156 -0.617 -2.071 0.27
O -0.259 2.816 -0.413 -0.70
H 0.668 2.907 -0.764 0.38
H -0.153 3.398 0.351 0.37
```

We find two to be the most stable, with the next structure 0.3181 hartree higher.

--- one ---
This record from the OMol25 dataset describes the molecule C4H9NO2. The level of theory is ωB97M-V/def2-TZVPD.

Values from the calculation:
Structure (SMILES): CN(C=O)CCO
Frontier orbital gap in eV: 10.1
HOMO in Ha: -0.3453

Structure (XYZ):
```
16
Properties=species:S:1:pos:R:3:mulliken_charge:R:1
C 1.031 -0.544 -1.673 -0.03
N 0.020 -0.297 -0.766 0.05
C -1.260 0.081 -1.423 -1.05
C 0.349 0.517 0.402 -0.63
C 0.412 -0.230 1.797 -0.44
O -0.816 -0.210 2.477 -0.52
O 0.850 -0.743 -2.855 -0.53
H 2.046 -0.736 -1.297 0.36
H -1.488 -0.675 -2.164 0.32
H -1.105 1.058 -1.886 0.37
H -2.007 0.104 -0.637 0.38
H 1.281 1.081 0.356 0.50
H -0.526 1.154 0.531 0.33
H 1.187 0.323 2.326 0.30
H 0.739 -1.241 1.550 0.28
H -0.713 0.358 3.260 0.32
```

--- two ---
This record from the OMol25 dataset describes the molecule C4H9NO2. The level of theory is ωB97M-V/def2-TZVPD.

Values from the calculation:
Structure (SMILES): C[C@@H](O)CC(N)=O
Frontier orbital gap in eV: 10.4
HOMO in Ha: -0.3530

Structure (XYZ):
```
16
Properties=species:S:1:pos:R:3:mulliken_charge:R:1
C -0.379 0.448 -2.048 -1.54
C -0.352 -0.550 -0.855 0.60
O 0.988 -1.013 -0.730 -0.56
C -0.844 0.180 0.395 -0.69
C -0.598 -0.390 1.793 0.32
O -1.463 -0.361 2.649 -0.62
N 0.679 -0.794 2.036 -0.33
H 0.155 1.381 -1.804 0.44
H -1.418 0.693 -2.256 0.36
H 0.058 0.062 -2.987 0.46
H -0.999 -1.406 -1.092 0.21
H 1.301 -0.573 -1.528 0.33
H -0.374 1.172 0.396 0.26
H -1.923 0.322 0.304 0.31
H 0.871 -1.180 2.948 0.24
H 1.291 -0.997 1.258 0.23
```

We find two to be the most stable, with the next structure 0.0422 hartree higher.

--- one ---
This record from the OMol25 dataset describes the molecule C4H9NO2. The level of theory is ωB97M-V/def2-TZVPD.

Values from the calculation:
Structure (SMILES): CNC(=O)CCO
Frontier orbital gap in eV: 10.4
HOMO in Ha: -0.3544

Structure (XYZ):
```
16
Properties=species:S:1:pos:R:3:mulliken_charge:R:1
C -1.112 0.223 -0.645 -0.67
C -1.710 -0.232 0.734 -0.42
O -2.070 -1.605 0.582 -0.50
C 0.235 0.893 -0.464 0.47
N 1.245 -0.044 -0.611 -0.24
C 2.618 0.140 -0.085 -0.87
O 0.311 2.077 -0.236 -0.58
H -1.113 -0.576 -1.393 0.41
H -1.923 0.855 -0.974 0.29
H -2.576 0.350 1.112 0.35
H -1.051 0.071 1.566 0.26
H -2.896 -1.704 1.049 0.32
H 0.980 -1.003 -0.502 0.28
H 2.773 1.110 0.385 0.32
H 3.102 -0.630 0.511 0.30
H 3.187 0.073 -1.031 0.29
```

--- two ---
This record from the OMol25 dataset describes the molecule C4H9NO2. The level of theory is ωB97M-V/def2-TZVPD.

Values from the calculation:
Structure (SMILES): C/C(=C\N)OCO
Frontier orbital gap in eV: 8.8
HOMO in Ha: -0.2881

Structure (XYZ):
```
16
Properties=species:S:1:pos:R:3:mulliken_charge:R:1
C -1.413 -1.149 -0.708 -0.30
C -0.169 1.444 0.782 -1.19
C 0.164 0.508 -0.341 0.36
N 2.493 0.084 0.190 -0.54
C 1.341 -0.074 -0.570 -0.15
O -0.925 0.092 -1.125 -0.43
O -2.139 -1.079 0.482 -0.52
H -2.861 -0.451 0.363 0.33
H 2.329 0.327 1.158 0.19
H 3.166 -0.661 0.079 0.24
H -2.045 -1.516 -1.537 0.27
H -0.601 -1.861 -0.516 0.33
H 1.448 -0.706 -1.434 0.42
H -0.719 0.918 1.565 0.28
H -0.800 2.247 0.408 0.31
H 0.733 1.877 1.202 0.40
```

We find one to be the most stable, with the next structure 0.0082 hartree higher.

--- one ---
This record from the OMol25 dataset describes the molecule C4H9NO2. The level of theory is ωB97M-V/def2-TZVPD.

Values from the calculation:
Structure (SMILES): COCCNC=O
Frontier orbital gap in eV: 10.6
HOMO in Ha: -0.3585

Structure (XYZ):
```
16
Properties=species:S:1:pos:R:3:mulliken_charge:R:1
C -2.396 0.242 1.009 -0.73
O -1.110 -0.213 0.640 -0.32
C -0.673 0.349 -0.576 -0.44
C 0.833 0.166 -0.776 -0.51
N 1.672 0.250 0.416 -0.47
C 2.605 -0.726 -0.104 0.09
O 3.507 -0.470 -0.854 -0.47
H -2.386 1.317 1.250 0.31
H -3.136 0.074 0.211 0.29
H -2.706 -0.317 1.896 0.25
H -0.947 1.418 -0.609 0.39
H -1.161 -0.140 -1.431 0.31
H 1.218 0.868 -1.516 0.28
H 1.171 -0.866 -1.224 0.29
H 1.134 -0.134 1.200 0.32
H 2.347 -1.742 0.247 0.41
```

--- two ---
This record from the OMol25 dataset describes the molecule C4H9NO2. The level of theory is ωB97M-V/def2-TZVPD.

Values from the calculation:
Structure (SMILES): NC(=O)CCCO
Frontier orbital gap in eV: 10.7
HOMO in Ha: -0.3678

Structure (XYZ):
```
16
Properties=species:S:1:pos:R:3:mulliken_charge:R:1
C 0.650 1.789 -0.562 -0.36
O 1.947 2.457 -0.411 -0.54
C 0.351 0.745 0.492 -0.52
C -0.322 -0.487 -0.205 -0.76
C -0.573 -1.683 0.715 0.52
N -1.220 -2.709 -0.037 -0.48
O -0.423 -1.529 1.892 -0.53
H -0.086 2.595 -0.465 0.24
H 0.729 1.571 -1.652 0.33
H 2.232 2.111 0.456 0.32
H 1.246 0.445 1.063 0.34
H -0.412 1.077 1.213 0.28
H -1.236 -0.271 -0.788 0.31
H 0.385 -0.529 -1.040 0.35
H -1.219 -2.430 -0.997 0.26
H -2.048 -3.153 0.327 0.23
```

We find two to be the most stable, with the next structure 0.0384 hartree higher.